Record 1
18
Properties=species:S:1:pos:R:3:nbo_charge:R:1 method="wB97M-V/def2-TZVPD" homo_lumo_gap_ha=0.3354 smiles="C#C[C@@]1(C=O)C=CC=CC1" spin_multiplicity=1 relative_energy_kj_mol=251.6 largest_force_ev_per_a=0.586
C -0.5602 3.3334 0.7682 -0.199
C -0.2232 2.2630 0.3542 0.003
C 0.1783 0.9611 -0.1458 -0.303
C 1.0640 1.0946 -1.3792 0.468
O 1.7351 2.0425 -1.6666 -0.497
C 1.1417 0.2834 0.8106 -0.131
C 1.2234 -1.0445 0.8698 -0.222
C 0.3378 -1.8900 0.0910 -0.245
C -0.7254 -1.3724 -0.5209 -0.149
C -1.0562 0.0864 -0.4263 -0.422
H -0.8543 4.2750 1.1244 0.233
H 1.0863 0.1623 -1.9766 0.119
H 1.7945 0.9342 1.3709 0.228
H 1.9381 -1.5248 1.5217 0.221
H 0.5530 -2.9468 0.0489 0.217
H -1.4239 -1.9940 -1.0613 0.212
H -1.5379 0.4300 -1.3446 0.227
H -1.7808 0.2237 0.3862 0.240



Record 2
20
Properties=species:S:1:pos:R:3:nbo_charge:R:1 method="wB97M-V/def2-TZVPD" homo_lumo_gap_ha=0.2070 spin_multiplicity=1 relative_energy_kj_mol=294.0 largest_force_ev_per_a=3.966
C 1.4593 -2.3874 1.4082 -0.112
C 1.4820 -1.7908 0.0932 -0.212
C 0.6993 -1.8866 2.4396 -0.236
C 0.7701 -0.6313 -0.0735 -0.084
C 0.0898 -0.6785 2.2801 -0.122
C 0.2390 0.0405 1.0982 -0.270
C -0.3561 1.3374 1.0660 0.952
C -1.6976 1.1600 -1.8035 0.313
C -0.9764 2.3085 -2.6214 -0.689
O -0.5326 2.3510 1.5510 -0.358
O -1.3549 0.8074 -0.6600 -0.713
S -2.6848 0.3378 -2.8381 -0.273
H 2.0767 -3.2172 1.5429 0.213
H 1.9474 -2.3595 -0.7106 0.237
H 0.4412 -2.4939 3.2796 0.231
H 0.8453 -0.1710 -1.0446 0.250
H -0.3161 -0.3547 3.2352 0.239
H -1.2635 3.2905 -2.4999 0.220
H -0.8184 1.9922 -3.5871 0.232
H -0.0497 2.3454 -2.1552 0.182



Record 3
147
Properties=species:S:1:pos:R:3:mulliken_charge:R:1 method="wB97M-V/def2-TZVPD" homo_lumo_gap_ha=0.2432 spin_multiplicity=1 total_charge=-1 largest_force_ev_per_a=1.976
C 2.0692 -3.2504 2.7484 -0.661
N 2.8902 -2.0604 2.5933 -0.094
C 2.8373 -1.4659 1.2387 -1.262
C 2.0022 -0.1793 1.1124 2.444
N 2.8032 1.0005 1.4875 -0.500
C 0.7323 -0.2688 1.9714 0.278
C -0.4615 0.5489 1.4739 0.060
C -1.6900 0.4798 2.4167 -1.610
C -1.9585 -0.9156 2.9911 -0.175
N -2.8476 -1.7633 2.1358 -0.360
C -2.2247 -1.9992 0.8651 -0.220
N -2.4652 -1.2998 -0.1529 -0.363
N -1.2578 -3.0658 0.7933 0.016
C 1.6562 -0.0313 -0.4200 -0.726
O 1.2108 -1.0166 -1.0684 -0.678
O 1.8019 1.0893 -0.9310 -0.865
H 2.1001 -3.8993 1.8739 0.237
H 2.4438 -3.8468 3.5848 0.388
H 1.0052 -3.0528 2.9675 -0.122
H 2.7290 -1.3806 3.3230 0.303
H 3.8725 -1.2512 0.9381 0.655
H 2.4433 -2.2223 0.5619 -0.160
H 2.2845 1.6338 2.0787 0.298
H 3.6849 0.7375 1.9069 0.278
H 0.4178 -1.3124 1.9397 -1.838
H 0.9641 0.0378 2.9973 0.568
H -0.7359 0.2950 0.4492 0.006
H -0.1502 1.6004 1.4249 0.669
H -2.5758 0.7690 1.8493 0.229
H -1.5684 1.1904 3.2378 0.425
H -2.4889 -0.7942 3.9272 0.657
H -1.0558 -1.4873 3.2310 0.353
H -2.8297 -2.6830 2.5771 0.139
H -3.1511 -0.5729 0.0548 0.329
H -0.3365 -2.6427 0.8824 -0.226
H -1.3416 -3.3725 -0.1700 0.333
O -1.4966 -5.1716 2.2556 -0.484
H -1.4244 -4.3337 1.7551 0.404
H -2.0708 -5.7238 1.7150 0.213
O -0.6661 -7.4680 4.5550 -0.739
H -0.6007 -6.6441 4.0570 0.245
H -1.2461 -8.0186 4.0106 0.432
O 0.9233 3.1463 -2.8866 -0.477
H 0.9359 2.5451 -3.6421 0.178
H 1.2169 2.5895 -2.1450 0.394
O -3.8349 -4.3451 4.0283 -0.665
H -4.2584 -4.3501 4.8956 0.290
H -3.1306 -5.0059 4.0926 0.312
O -2.1781 3.1871 1.1443 -0.431
H -2.5270 3.9256 1.6523 0.255
H -1.3899 3.5485 0.7316 0.198
O 1.1381 -4.0017 -0.5773 -0.490
H 1.3544 -3.2939 -1.2044 0.142
H 0.4874 -4.5399 -1.0466 0.322
O -2.7007 -8.3027 2.6717 -0.613
H -3.4514 -8.1373 2.0945 0.269
H -2.9607 -9.0896 3.1636 0.275
O -1.0016 5.9508 0.8620 -0.538
H -1.3649 6.6843 1.3692 0.267
H -0.2170 6.3223 0.4412 0.279
O 6.3272 -1.8388 2.8743 -0.683
H 5.3663 -1.9730 2.8870 0.409
H 6.6841 -2.7287 2.7936 0.294
O 1.6685 -6.8509 0.5051 -0.752
H 1.4959 -5.9087 0.3660 0.387
H 1.1622 -7.0719 1.2939 0.318
O 8.0456 -0.3010 5.3661 -0.657
H 8.2638 0.3547 4.6970 0.314
H 7.3025 -0.7826 4.9782 0.337
O 4.2062 -5.5363 3.0192 -0.553
H 4.3374 -6.1478 2.2868 0.280
H 4.4343 -6.0527 3.8046 0.342
O 0.3754 -6.7592 -2.2351 -0.638
H 0.8276 -6.9345 -1.3979 0.379
H 1.0131 -7.0143 -2.9083 0.299
O 3.3869 -7.0875 5.1511 -0.666
H 2.6463 -6.8481 4.5816 0.315
H 3.0009 -7.6533 5.8284 0.316
O 2.4326 3.1228 -5.6822 -0.603
H 2.2297 3.3873 -4.7753 0.270
H 2.9270 2.3026 -5.5823 0.301
O 1.0048 -9.5396 5.6577 -0.630
H 1.3647 -10.0370 4.9173 0.316
H 0.3985 -8.9014 5.2470 0.371
O -1.9346 4.8409 -1.6182 -0.510
H -1.3932 4.7378 -0.8271 0.103
H -1.3503 4.5435 -2.3340 0.364
O -1.1934 -0.1705 -2.6882 -0.611
H -0.2539 -0.2483 -2.4458 0.292
H -1.2653 0.7110 -3.0689 0.265
O -3.4174 2.0669 -2.7014 -0.650
H -2.9049 2.8608 -2.4958 0.493
H -3.0517 1.3924 -2.1104 0.140
O 0.5267 5.2875 -7.1745 -0.642
H 1.1842 5.9607 -6.9787 0.278
H 0.8111 4.5288 -6.6462 0.369
O -3.0908 6.1324 -3.8632 -0.683
H -2.9323 5.4935 -4.5700 0.296
H -2.7524 5.6713 -3.0848 0.396
O 3.9745 4.4543 -2.1997 -0.567
H 4.1558 5.1210 -2.8787 0.274
H 3.1605 4.0293 -2.5031 0.323
O 4.3150 7.3019 -1.8528 -0.582
H 4.9785 7.9702 -1.6517 0.281
H 4.5829 6.5283 -1.3401 0.296
O -4.2689 3.5672 -5.3581 -0.619
H -4.1224 3.0117 -4.5768 0.360
H -5.1176 3.9852 -5.1792 0.305
O -0.2038 2.4060 -5.8326 -0.467
H -0.1693 1.6991 -6.4846 0.239
H -0.6912 3.1102 -6.2765 0.270
O 6.7411 5.0352 -3.3974 -0.621
H 6.2600 4.1999 -3.4109 0.312
H 6.7941 5.2558 -2.4627 0.294
O -5.1644 0.3254 -0.1910 -0.613
H -4.8891 0.9583 -0.8657 0.300
H -5.8316 -0.2057 -0.6355 0.277
O 4.3263 5.8461 -5.0307 -0.504
H 4.3610 5.1356 -5.6829 0.237
H 3.8441 6.5529 -5.4753 0.315
O 0.5225 6.9505 -3.9305 -0.494
H 1.4596 6.9640 -3.7110 0.262
H 0.3484 7.8364 -4.2707 0.270
O -0.5305 10.0743 -3.1414 -0.663
H -1.3024 10.2117 -3.6991 0.305
H -0.8422 9.4814 -2.4462 0.360
O -4.8055 -7.8188 4.3926 -0.619
H -3.8958 -7.7175 4.6923 0.319
H -5.1102 -6.9136 4.2618 0.313
O -2.0270 8.4039 -1.0079 -0.681
H -1.7083 7.5808 -1.4060 0.375
H -2.9664 8.4133 -1.2209 0.317
O -2.2270 -2.2623 5.5065 -0.565
H -2.5985 -3.0363 5.0733 0.325
H -1.9476 -2.5274 6.3889 0.270
O -6.1411 2.2437 -2.2612 -0.628
H -6.5257 3.0248 -1.8436 0.342
H -5.2659 2.5346 -2.5577 0.301
O -8.6697 3.5908 -0.7583 -0.646
H -8.6961 2.7014 -0.3881 0.323
H -9.4170 3.6176 -1.3642 0.317
O -2.7992 -11.0506 2.2207 -0.552
H -3.6869 -11.4087 2.1095 0.291
H -2.2183 -11.7866 2.0018 0.277
O 5.1793 8.4733 -4.9788 -0.665
H 4.9727 8.7288 -4.0747 0.286
H 5.6569 7.6386 -4.8801 0.343



Record 4
29
Properties=species:S:1:pos:R:3:lowdin_spin:R:1 method="wB97M-V/def2-TZVPD" homo_lumo_gap_ha="0.2321 / 0.1959" spin_multiplicity=5 total_charge=+4 s_squared=6.021 relative_energy_kj_mol=0.0 largest_force_ev_per_a=10.098
I 4.3259 -1.3739 -0.7494 0.525
I 4.3179 1.3778 -0.7358 0.516
Ir -0.0563 1.4639 -0.0206 0.921
Bi 0.2098 -1.2498 0.1577 0.615
S 0.9862 0.2553 -1.7688 0.607
C -1.0487 -2.7515 -1.3380 0.071
C -0.5299 -2.8092 1.6254 0.126
C 0.0111 0.0084 -3.3516 0.055
C 0.5481 1.2601 -4.0167 0.092
C -1.4949 -0.0038 -3.2208 0.005
C 0.5510 -1.2561 -4.0067 0.005
C -0.4637 2.6558 1.4181 0.031
C -0.9251 2.6597 -1.1805 0.033
O -0.9098 -3.5651 2.4172 0.031
O -1.6104 -3.5266 -1.9478 0.017
O -0.8372 3.4172 2.2600 0.011
O -1.5250 3.4139 -1.8493 0.005
H 0.1750 1.2698 -5.0369 0.029
H 1.6453 1.2510 -4.0345 0.007
H 0.2106 2.1683 -3.5082 0.002
H -1.8900 -0.0008 -4.2546 0.001
H -1.8699 0.8941 -2.7105 0.000
H -1.8656 -0.9009 -2.7081 0.002
H 0.1745 -1.2679 -5.0403 0.000
H 0.2138 -2.1700 -3.5059 0.001
H 1.6501 -1.2485 -4.0366 0.001
O 0.0014 -0.0025 4.4535 0.055
C -0.0035 0.0164 3.3201 0.031
N 0.0094 0.0151 2.0612 0.207



Record 5
21
Properties=species:S:1:pos:R:3:nbo_charge:R:1 method="wB97M-V/def2-TZVPD" homo_lumo_gap_ha=0.3470 smiles=CC(C)c1cc(Br)c(Br)cc1Br spin_multiplicity=1 relative_energy_kj_mol=0.0 largest_force_ev_per_a=2.238
C -0.9950 2.2315 0.1381 -0.609
C -0.7573 0.9863 -0.7165 -0.237
C -2.0814 0.3863 -1.2585 -0.603
C 0.2258 -0.0092 -0.0583 -0.033
C 1.4839 -0.2454 -0.6215 -0.178
C 2.3614 -1.2137 -0.1528 -0.097
Br 4.0829 -1.4222 -1.0363 0.069
C 1.9720 -2.0161 0.9791 -0.136
Br 3.0473 -3.4445 1.5347 0.110
C 0.7360 -1.7582 1.5959 -0.254
C -0.1087 -0.7395 1.1478 -0.071
Br -1.7464 -0.5081 2.0921 0.078
H -1.6661 2.0063 0.9945 0.215
H -1.4057 3.0361 -0.4551 0.213
H -0.0456 2.6254 0.5765 0.214
H -0.2478 1.3749 -1.5906 0.205
H -2.8317 0.2273 -0.4677 0.214
H -1.8872 -0.5770 -1.7467 0.215
H -2.4547 1.0948 -1.9595 0.212
H 1.8450 0.3597 -1.4463 0.226
H 0.4733 -2.3947 2.4512 0.246



Record 6
23
Properties=species:S:1:pos:R:3:nbo_charge:R:1 method="wB97M-V/def2-TZVPD" homo_lumo_gap_ha=0.3021 spin_multiplicity=1 relative_energy_kj_mol=188.9 largest_force_ev_per_a=3.512
O 1.2940 -0.7887 2.1338 -0.695
C 1.8401 -0.3130 0.9804 0.435
C 3.0265 0.3638 0.8639 -0.344
C 3.0134 0.8935 -0.4712 -0.336
C 1.7881 0.5989 -1.0495 0.407
O 1.1180 1.0098 -2.1501 -0.672
N 1.0781 -0.1675 -0.1548 -0.408
C -0.2595 -0.5710 -0.2299 0.116
C -1.0852 -0.6452 -1.3480 -0.349
C -2.4408 -1.0612 -1.1848 -0.124
C -3.0793 -0.8099 -0.0066 -0.335
C -2.6494 0.2571 0.8896 0.088
N -1.4158 0.3959 1.3252 -0.548
Br -0.9129 1.8591 2.2733 0.187
H 1.2027 -0.0778 2.7854 0.496
H 3.9034 0.5578 1.4780 0.234
H 3.9206 1.3801 -0.8620 0.225
H 1.5756 0.7263 -2.9205 0.488
H -0.6947 -1.2114 0.6185 0.272
H -0.6133 -0.3851 -2.2809 0.231
H -2.9540 -1.5314 -1.9417 0.208
H -4.0693 -1.2566 -0.0095 0.225
H -3.5863 0.7767 1.2612 0.201



What did the first record say?
18
Properties=species:S:1:pos:R:3:nbo_charge:R:1 method="wB97M-V/def2-TZVPD" homo_lumo_gap_ha=0.3354 smiles="C#C[C@@]1(C=O)C=CC=CC1" spin_multiplicity=1 relative_energy_kj_mol=251.6 largest_force_ev_per_a=0.586
C -0.5602 3.3334 0.7682 -0.199
C -0.2232 2.2630 0.3542 0.003
C 0.1783 0.9611 -0.1458 -0.303
C 1.0640 1.0946 -1.3792 0.468
O 1.7351 2.0425 -1.6666 -0.497
C 1.1417 0.2834 0.8106 -0.131
C 1.2234 -1.0445 0.8698 -0.222
C 0.3378 -1.8900 0.0910 -0.245
C -0.7254 -1.3724 -0.5209 -0.149
C -1.0562 0.0864 -0.4263 -0.422
H -0.8543 4.2750 1.1244 0.233
H 1.0863 0.1623 -1.9766 0.119
H 1.7945 0.9342 1.3709 0.228
H 1.9381 -1.5248 1.5217 0.221
H 0.5530 -2.9468 0.0489 0.217
H -1.4239 -1.9940 -1.0613 0.212
H -1.5379 0.4300 -1.3446 0.227
H -1.7808 0.2237 0.3862 0.240